Arrangement i

Entry from the Open Molecules 2025 dataset: one molecule with the formula C3H3NO3 (ωB97M-V/def2-TZVPD).

Output
Kohn-Sham gap = 9.690 eV
LUMO energy = -0.01 eV

ORCA input file:
```
! wB97M-V def2-TZVPD RIJCOSX def2/J DEFGRID3
* xyz 0 1
N 1.41 -0.14 0.68
C 0.16 -0.29 0.34
O -0.11 -0.82 -0.86
C -1.44 -0.93 -1.22
O -2.37 -0.63 -0.54
C 0.60 1.16 1.13
O 0.67 2.19 0.50
H 2.17 -0.22 0.00
H -1.48 -1.34 -2.23
H 0.36 1.04 2.19
*
```

Here are the Mulliken charges for atoms 1 to 5, given in e: atom 1 (N): -0.269, atom 2 (C): 0.012, atom 3 (O): -0.255, atom 4 (C): 0.173, atom 5 (O): -0.385

***

Arrangement ii

Entry from the Open Molecules 2025 dataset: one molecule with the formula C3H3NO3 (ωB97M-V/def2-TZVPD).

Output
Kohn-Sham gap = 10.812 eV
LUMO energy = 0.62 eV
SMILES string = O=C1CON=CO1

ORCA input file:
```
! wB97M-V def2-TZVPD RIJCOSX def2/J DEFGRID3
* xyz 0 1
C -0.14 -0.79 0.66
C -0.64 0.64 0.82
C 1.02 0.09 -1.01
H -1.74 0.49 1.12
H -0.21 1.01 1.81
H 2.08 -0.10 -1.53
N 0.43 1.25 -1.22
O -0.54 -1.63 1.32
O -0.69 1.51 -0.42
O 0.66 -1.10 -0.35
*
```

Here are the Mulliken charges for atoms 1 to 5, given in e: atom 1 (C): 0.487, atom 2 (C): -0.218, atom 3 (C): 0.037, atom 4 (H): 0.271, atom 5 (H): 0.246

***

Arrangement iii

Entry from the Open Molecules 2025 dataset: one molecule with the formula C3H3NO3 (ωB97M-V/def2-TZVPD).

Output
Kohn-Sham gap = 9.403 eV
LUMO energy = 0.77 eV
SMILES string = ON=c1occo1

ORCA input file:
```
! wB97M-V def2-TZVPD RIJCOSX def2/J DEFGRID3
* xyz 0 1
C -0.07 0.23 0.48
C 0.17 -0.44 -1.67
C 1.32 -0.47 -1.05
H -1.87 1.17 2.92
H -0.45 -0.84 -2.66
H 2.41 -0.59 -1.44
N -0.35 0.64 1.72
O -1.76 0.65 1.99
O -0.71 -0.03 -0.71
O 1.31 -0.32 0.41
*
```

Here are the Mulliken charges for atoms 1 to 5, given in e: atom 1 (C): 0.602, atom 2 (C): 0.033, atom 3 (C): -0.240, atom 4 (H): 0.357, atom 5 (H): 0.280

***

The least stable of them is arrangement iii.

***

Arrangement i

Entry from the Open Molecules 2025 dataset: a 2-piece molecular cluster, CHCl2F2NS overall (ωB97M-V/def2-TZVPD).

Output
Kohn-Sham gap = 8.337 eV
LUMO energy = -0.61 eV

ORCA input file:
```
! wB97M-V def2-TZVPD RIJCOSX def2/J DEFGRID3
* xyz 0 1
C -2.57 0.11 0.17
N 0.88 -0.03 0.96
F 2.50 0.89 -0.80
F 1.71 -1.15 -1.20
S 2.14 -0.35 0.21
Cl -3.24 1.57 -0.01
Cl -2.42 -0.84 -1.21
H 0.99 -0.20 1.87
*
```

Here are the Mulliken charges for atoms 1 to 5, given in e: atom 1 (C): 0.030, atom 2 (N): -0.356, atom 3 (F): -0.236, atom 4 (F): -0.257, atom 5 (S): 0.581

***

Arrangement ii

Entry from the Open Molecules 2025 dataset: one molecule with the formula CHCl2F2NS (ωB97M-V/def2-TZVPD).

Output
Kohn-Sham gap = 10.798 eV
LUMO energy = -0.06 eV

ORCA input file:
```
! wB97M-V def2-TZVPD RIJCOSX def2/J DEFGRID3
* xyz 0 1
C 0.20 -0.54 0.12
N 1.40 0.04 -0.19
F 3.57 1.26 0.22
F 3.63 -0.88 -0.91
S 2.78 -0.17 0.36
Cl 0.04 -2.09 -0.61
Cl 0.25 -0.86 2.00
H -0.55 0.20 0.07
*
```

Here are the Mulliken charges for atoms 1 to 5, given in e: atom 1 (C): 0.064, atom 2 (N): -0.224, atom 3 (F): -0.216, atom 4 (F): -0.259, atom 5 (S): 0.621

***

The least stable of them is arrangement i.

***

Arrangement i

Entry from the Open Molecules 2025 dataset: a 2-piece molecular cluster, C4H14N3 overall (ωB97M-V/def2-TZVPD).

Output
Kohn-Sham gap = 11.699 eV
LUMO energy = -2.99 eV

ORCA input file:
```
! wB97M-V def2-TZVPD RIJCOSX def2/J DEFGRID3
* xyz 1 1
C 0.12 1.89 -1.46
C 0.02 2.21 0.04
H -0.14 2.80 -2.04
H 1.11 1.64 -1.81
H -0.69 1.27 -1.84
H -0.12 1.43 0.79
H -0.52 3.06 0.46
H 1.06 2.46 0.30
C 1.57 -1.34 1.20
C -0.71 -1.33 0.26
N 0.13 -1.08 1.23
N -0.55 -2.26 -0.68
N -1.69 -0.41 -0.04
H -0.14 -0.64 2.09
H 0.21 -2.93 -0.65
H -1.19 -2.21 -1.45
H -1.73 0.48 0.42
H -2.56 -0.81 -0.37
H 2.06 -0.55 1.76
H 1.89 -1.36 0.15
H 1.87 -2.31 1.63
*
```

Here are the Mulliken charges for atoms 1 to 5, given in e: atom 1 (C): -0.785, atom 2 (C): -0.788, atom 3 (H): 0.328, atom 4 (H): 0.317, atom 5 (H): 0.230

***

Arrangement ii

Entry from the Open Molecules 2025 dataset: a 2-piece molecular cluster, C4H14N3 overall (ωB97M-V/def2-TZVPD).

Output
Kohn-Sham gap = 11.391 eV
LUMO energy = -3.30 eV

ORCA input file:
```
! wB97M-V def2-TZVPD RIJCOSX def2/J DEFGRID3
* xyz 1 1
C 1.30 -1.50 -0.50
C 1.29 0.62 0.72
N 1.63 -0.07 -0.37
N 0.53 0.02 1.66
N 1.54 1.94 0.81
H 2.48 0.13 -0.88
H -0.09 -0.71 1.33
H -0.04 0.51 2.33
H 0.83 2.51 1.23
H 2.46 2.26 0.58
H 0.29 -1.87 -0.33
H 1.93 -2.16 0.08
H 1.54 -1.65 -1.56
C -2.32 -0.89 -0.82
C -3.38 0.09 -1.29
H -1.59 -1.13 -1.60
H -1.72 -0.57 0.04
H -2.76 -1.86 -0.55
H -4.06 0.45 -0.53
H -3.95 -0.29 -2.14
H -2.90 1.02 -1.61
*
```

Here are the Mulliken charges for atoms 1 to 5, given in e: atom 1 (C): -0.892, atom 2 (C): 0.611, atom 3 (N): -0.135, atom 4 (N): -0.413, atom 5 (N): -0.382

***

Arrangement iii

Entry from the Open Molecules 2025 dataset: a 2-piece molecular cluster, C4H14N3 overall (ωB97M-V/def2-TZVPD).

Output
Kohn-Sham gap = 7.895 eV
LUMO energy = -4.00 eV

ORCA input file:
```
! wB97M-V def2-TZVPD RIJCOSX def2/J DEFGRID3
* xyz 1 1
N -2.58 2.01 1.78
C -2.23 0.89 1.15
N -2.09 0.86 -0.15
H -2.69 2.92 1.32
H -2.57 1.95 2.77
H -1.87 0.09 1.75
H -1.60 0.06 -0.60
H -2.32 1.67 -0.67
C 1.05 -1.80 0.27
N 1.44 -1.13 -0.94
C 0.38 -0.22 -1.36
C 2.71 -0.44 -0.74
H 0.05 -2.27 0.12
H 1.08 -1.17 1.20
H 1.69 -2.64 0.53
H 0.55 0.18 -2.39
H -0.49 -0.86 -1.34
H 0.31 0.63 -0.64
H 2.87 0.36 -1.51
H 3.52 -1.16 -0.80
H 2.77 0.09 0.23
*
```

Here are the Mulliken charges for atoms 1 to 5, given in e: atom 1 (N): -0.340, atom 2 (C): 0.299, atom 3 (N): -0.244, atom 4 (H): 0.235, atom 5 (H): 0.253

***

The least stable of them is arrangement iii.

***

Arrangement i

Entry from the Open Molecules 2025 dataset: a 2-piece molecular cluster, C4H14N3 overall (ωB97M-V/def2-TZVPD).

Output
Kohn-Sham gap = 11.834 eV
LUMO energy = -2.99 eV

ORCA input file:
```
! wB97M-V def2-TZVPD RIJCOSX def2/J DEFGRID3
* xyz 1 1
C -2.15 1.98 -0.22
C -1.08 2.06 -1.31
H -2.11 2.93 0.32
H -3.13 1.70 -0.63
H -1.90 1.12 0.44
H -0.10 1.98 -0.80
H -0.91 3.07 -1.72
H -1.11 1.45 -2.24
C 1.69 -0.76 -1.09
C 0.66 -1.41 1.07
N 0.87 -0.50 0.13
N 1.23 -2.62 0.99
N -0.09 -1.05 2.12
H 0.22 0.27 0.04
H 1.85 -2.88 0.24
H 0.94 -3.31 1.66
H -0.22 -0.06 2.26
H -0.22 -1.70 2.88
H 1.39 -1.71 -1.53
H 2.72 -0.59 -0.80
H 1.43 0.02 -1.81
*
```

Here are the Mulliken charges for atoms 1 to 5, given in e: atom 1 (C): -0.507, atom 2 (C): -0.898, atom 3 (H): 0.251, atom 4 (H): 0.283, atom 5 (H): 0.097

***

Arrangement ii

Entry from the Open Molecules 2025 dataset: a 2-piece molecular cluster, C4H14N3 overall (ωB97M-V/def2-TZVPD).

Output
Kohn-Sham gap = 10.537 eV
LUMO energy = -2.97 eV

ORCA input file:
```
! wB97M-V def2-TZVPD RIJCOSX def2/J DEFGRID3
* xyz 1 1
C -0.41 1.50 -1.08
N -0.19 1.06 -2.47
C 0.93 1.42 -0.35
N 0.73 1.17 1.13
H -1.16 0.89 -0.56
H -0.76 2.53 -1.11
H -0.17 0.05 -2.52
H -1.05 1.29 -2.97
H 1.47 2.35 -0.46
H 1.52 0.59 -0.73
H 1.62 1.24 1.61
H 0.10 1.88 1.49
H 0.28 0.17 1.30
C 0.55 -2.17 0.39
C -1.49 -1.75 1.44
N -0.30 -1.35 1.28
H 1.58 -2.11 0.75
H 0.59 -1.72 -0.60
H 0.19 -3.19 0.37
H -2.14 -1.23 2.14
H -1.89 -2.63 0.94
*
```

Here are the Mulliken charges for atoms 1 to 5, given in e: atom 1 (C): -0.314, atom 2 (N): -0.655, atom 3 (C): -0.732, atom 4 (N): -0.172, atom 5 (H): 0.264

***

The least stable of them is arrangement ii.